The following is a DFT calculation (ωB97M-V/def2-TZVPD) of a 2-piece molecular cluster, C7H16N3OS overall at a distorted geometry.

The geometry in ORCA input format:
```
! wB97M-V def2-TZVPD RIJCOSX def2/J DEFGRID3
* xyz 1 1
C 1.677 -2.668 -1.943
C -2.650 1.104 2.377
C -0.545 1.729 3.275
C 1.333 1.012 -2.032
C -0.532 0.190 1.429
C -1.162 1.446 1.971
C 1.416 -0.324 -1.533
N 1.039 -3.881 -3.834
N 1.653 -3.596 -2.871
N 1.132 -1.410 -2.188
O -1.161 1.199 -1.028
S -0.999 -0.076 -0.357
H 2.050 -2.681 -0.976
H -3.234 1.663 3.075
H -3.300 0.943 1.446
H -2.438 0.043 2.709
H -1.219 2.565 3.681
H 0.521 1.915 3.164
H -0.736 0.964 4.078
H 2.266 1.523 -2.069
H 1.003 1.050 -3.093
H 0.663 1.620 -1.432
H 0.642 0.389 1.325
H -0.600 -0.697 1.976
H -1.068 2.228 1.269
H 2.057 -0.547 -0.664
H 1.404 -4.509 -4.526
H 0.789 -1.195 -3.229
*
```

The calculation puts the LUMO energy (spin up / spin down) at -0.198 / -0.192 Ha. The value obtained for the total energy is -913.54118 a.u. Its energy relative to the best compared isomer or geometry (same formula, charge and spin) is 6.252 eV. The value obtained for the largest force on an atom is 5.96 eV/A. The HOMO energy (spin up / spin down) is -0.45924 / -0.44665 Ha.


The following is a DFT calculation (ωB97M-V/def2-TZVPD) of a 3-piece molecular cluster, C15H34N5O4 overall.

The geometry in ORCA input format:
```
! wB97M-V def2-TZVPD RIJCOSX def2/J DEFGRID3
* xyz 0 2
C -0.809 2.366 -3.889
C -1.479 1.006 -3.954
O -0.673 0.010 -3.334
C -0.867 -0.075 -1.937
C 0.097 -1.116 -1.394
C 0.423 -1.068 0.104
C -0.778 -1.345 1.029
C -1.338 -0.197 1.889
C -2.113 -0.818 3.045
C -2.266 0.738 1.115
N -0.237 0.646 2.444
O -0.399 1.097 3.627
C 1.167 0.514 1.990
C 1.854 -0.596 2.802
C 1.846 1.854 2.226
C 1.184 0.200 0.494
H -1.368 3.118 -4.447
H -0.717 2.716 -2.860
H 0.189 2.316 -4.324
H -2.467 1.034 -3.478
H -1.622 0.685 -4.988
H -1.912 -0.348 -1.732
H -0.686 0.902 -1.472
H 1.029 -1.005 -1.956
H -0.290 -2.112 -1.630
H 1.110 -1.905 0.252
H -0.513 -2.169 1.694
H -1.613 -1.709 0.417
H -1.450 -1.381 3.703
H -2.636 -0.065 3.628
H -2.857 -1.506 2.631
H -3.101 0.177 0.687
H -1.743 1.263 0.317
H -2.666 1.490 1.797
H 1.206 -1.462 2.936
H 2.109 -0.229 3.795
H 2.763 -0.927 2.296
H 1.249 2.659 1.795
H 1.974 2.048 3.288
H 2.824 1.856 1.739
H 0.816 1.071 -0.058
H 2.236 0.083 0.216
C 2.559 4.302 -3.408
O 1.547 4.483 -4.058
N 3.488 5.286 -3.204
N 2.845 3.096 -2.825
H 4.325 5.155 -2.669
H 3.303 6.181 -3.617
H 2.183 2.354 -2.957
H 3.672 2.925 -2.286
C -1.027 -5.166 1.986
O -0.092 -4.498 2.390
N -2.236 -4.613 1.663
N -0.939 -6.521 1.823
H -3.020 -5.140 1.330
H -2.326 -3.621 1.783
H -0.064 -6.953 2.053
H -1.697 -7.089 1.495
*
```

The calculation puts the LUMO energy (spin up / spin down) at 0.020 / 0.020 Ha. The value obtained for the total energy is -1166.69189 a.u. The value obtained for the largest force on an atom is 0.57 eV/A. Its expectation value of S² is 0.754. The HOMO energy (spin up / spin down) is -0.28183 / -0.33675 Ha.


The following is a DFT calculation (ωB97M-V/def2-TZVPD) of a 6-piece molecular cluster, C14H26Cl6O6 overall at a distorted geometry.

The geometry in ORCA input format:
```
! wB97M-V def2-TZVPD RIJCOSX def2/J DEFGRID3
* xyz 0 1
C -3.402 4.629 -2.038
Cl -4.971 5.153 -1.491
Cl -2.657 5.731 -3.216
Cl -3.487 3.049 -2.726
H -2.916 4.676 -1.063
C -3.832 4.730 5.267
Cl -5.134 4.276 4.194
Cl -4.061 4.155 6.967
Cl -3.401 6.496 5.157
H -2.949 4.170 4.960
C 1.301 2.155 0.506
O 0.910 0.827 0.983
C -0.279 0.572 1.526
O -1.239 1.350 1.678
O -0.208 -0.647 2.033
C -1.329 -1.208 2.581
H 0.491 2.647 -0.032
H 2.211 2.024 -0.080
H 1.425 2.734 1.421
H -2.124 -0.508 2.839
H -1.025 -1.844 3.412
H -1.649 -1.784 1.713
C 2.497 -0.631 6.213
C 1.862 0.724 6.361
O 0.646 0.913 6.458
C 2.851 1.942 6.132
H 1.819 -1.480 6.301
H 3.227 -0.739 7.015
H 2.897 -0.701 5.201
H 2.295 2.852 6.362
H 3.324 1.927 5.151
H 3.681 1.819 6.827
C -2.704 -6.727 -1.403
C -2.195 -7.716 -2.432
O -1.685 -7.283 -3.445
C -2.512 -9.200 -2.192
H -2.818 -5.784 -1.938
H -2.022 -6.563 -0.568
H -3.696 -7.090 -1.136
H -2.186 -9.914 -2.948
H -3.595 -9.309 -2.124
H -2.129 -9.611 -1.258
C 4.148 2.581 -6.586
C 4.288 2.175 -8.034
O 4.961 2.798 -8.766
C 3.374 1.137 -8.615
H 5.037 3.174 -6.371
H 4.231 1.663 -6.004
H 3.219 3.143 -6.492
H 2.901 1.404 -9.560
H 2.630 0.847 -7.873
H 3.980 0.267 -8.865
*
```

The calculation puts the LUMO energy at 0.010 Ha. The value obtained for the total energy is -3761.55309 a.u. Its energy relative to the best compared isomer or geometry (same formula, charge and spin) is 0.540 eV. The value obtained for the largest force on an atom is 3.71 eV/A. The HOMO energy is -0.34900 Ha. As for the SMILES: COC(=O)OC.ClC(Cl)Cl.ClC(Cl)Cl.CC(C)=O.CC(C)=O.CC(C)=O.


The following is a DFT calculation (ωB97M-V/def2-TZVPD) of C18H21ClN4O3PSTi as an isolated structure at a distorted geometry.

The geometry in ORCA input format:
```
! wB97M-V def2-TZVPD RIJCOSX def2/J DEFGRID3
* xyz 0 2
Ti 0.837 -1.143 1.763
Cl 5.881 -3.581 -2.171
C 4.448 -2.732 -1.609
C 3.428 -2.480 -2.502
C 2.298 -1.840 -1.991
C 2.230 -1.476 -0.667
O 1.045 -1.053 -0.135
C 3.293 -1.658 0.254
C 3.191 -1.234 1.632
O 2.410 -0.215 2.116
C 4.398 -2.336 -0.284
H 3.490 -2.806 -3.530
H 1.426 -1.680 -2.615
H 3.969 -1.536 2.325
H 5.249 -2.544 0.354
O 0.789 -2.410 3.262
N -0.987 -2.355 1.925
C -2.317 -2.355 1.720
C -3.229 -2.461 2.730
C -2.737 -2.549 4.046
C -1.396 -2.550 4.288
C -0.514 -2.461 3.182
S -0.379 0.916 2.392
H -2.630 -2.293 0.684
H -4.288 -2.479 2.518
H -3.430 -2.613 4.876
H -0.974 -2.606 5.281
C -0.721 3.701 -2.183
N -1.618 3.615 -0.933
C -2.732 2.600 -1.226
N -2.193 1.354 -1.621
C -1.327 1.505 -2.786
N -0.226 2.427 -2.538
C 0.723 1.893 -1.533
P -0.037 1.551 0.174
C -0.823 3.228 0.292
C -1.515 0.657 -0.513
H 0.081 4.396 -1.936
H -1.356 4.113 -2.969
H -2.045 4.527 -0.774
H -3.332 3.045 -2.022
H -3.316 2.512 -0.310
H -1.918 1.874 -3.628
H -0.915 0.531 -3.040
H 1.537 2.611 -1.411
H 1.153 0.958 -1.894
H -0.048 3.987 0.419
H -1.489 3.262 1.153
H -2.216 0.494 0.305
H -1.170 -0.314 -0.872
*
```

The calculation puts the LUMO energy (spin up / spin down) at -0.025 / -0.025 Ha. The value obtained for the total energy is -3192.44111 a.u. Its energy relative to the best compared isomer or geometry (same formula, charge and spin) is 1.308 eV. The value obtained for the largest force on an atom is 2.67 eV/A. Its expectation value of S² is 0.758. The HOMO energy (spin up / spin down) is -0.19586 / -0.19568 Ha.